Record 1
Below is a molecular structure, C29H29LiN, with properties calculated with ωB97M-V/def2-TZVPD.

Results
- energy (eV) = -32231.98645
- total charge = +1
- F_max (hartree/bohr) = 0.038
- 2S+1 = 1
- LUMO level (eV) = -4.11

Each line ends with the natural charge from an NBO analysis.
Positions of all 60 atoms, in Å:
H (0.2100, 2.5313, 1.3111)  0.209
C (-1.8312, -1.0653, -2.9419)  -0.588
H (-0.7616, -0.9912, -2.7157)  0.207
H (-4.4010, 0.8171, -0.8662)  0.433
C (1.1721, 0.8373, -0.7545)  -0.065
H (1.9933, 4.0559, -1.6058)  0.232
H (-3.1936, 5.2071, 1.1936)  0.229
H (-4.3001, -2.2325, -2.6632)  0.234
H (3.5216, -5.1962, 2.3392)  0.229
N (-3.4279, 0.9125, -0.5878)  -0.504
H (3.3874, -0.8660, 2.0385)  0.219
C (-2.9433, 2.0126, 0.1207)  0.123
C (0.4818, -0.8837, 1.8743)  -0.318
C (-1.5768, 1.7789, 0.3714)  -0.104
C (1.4842, -1.9048, 1.9803)  -0.119
H (-2.5653, -3.3717, -1.4367)  0.223
H (0.7428, 0.1698, 1.8915)  0.227
C (2.4905, 0.3203, -0.6815)  -0.166
Li (3.8169, -2.1749, 0.0760)  0.965
H (4.7144, -3.0410, 2.1669)  0.222
C (1.5492, -4.3401, 2.2706)  -0.203
C (-0.8255, 2.7425, 1.0419)  -0.147
C (-1.2385, 0.5213, -0.2813)  -0.171
C (3.6184, -3.0501, 2.1354)  -0.394
C (0.8090, -3.1564, 2.1833)  0.019
C (-0.5914, -2.8656, 2.3341)  -0.300
H (0.1799, -1.0695, -0.5489)  0.231
H (2.5975, -0.7802, -0.5758)  0.124
H (5.4437, 3.0517, -0.5952)  0.221
H (-4.6016, 3.3818, 0.1251)  0.226
C (2.9372, -4.2807, 2.2391)  -0.237
H (4.7860, 3.7939, -2.0673)  0.239
C (-2.7678, 4.2247, 0.9919)  -0.202
C (-4.1540, -1.3337, -2.0500)  -0.615
H (1.0099, -5.2830, 2.3872)  0.228
H (4.3032, 4.4105, -0.4863)  0.236
C (-1.4287, 3.9705, 1.3409)  -0.232
C (-2.2576, -2.4673, -0.8913)  -0.592
C (-2.6703, -1.2217, -1.6716)  -0.113
H (0.0417, 2.5497, -1.5258)  0.240
H (-2.1294, -0.1550, -3.4789)  0.218
C (4.5483, 3.4952, -1.0390)  -0.643
C (2.8924, -1.8452, 2.0295)  -0.310
C (1.0223, 2.1684, -1.2354)  -0.152
C (-0.7741, -1.4708, 2.1865)  -0.193
H (-1.3419, -3.6166, 2.5626)  0.225
C (-2.4500, 0.0144, -0.8186)  0.324
C (3.4026, 2.5344, -1.0176)  0.045
H (-2.7401, -2.4782, 0.0945)  0.225
C (2.1218, 3.0089, -1.3193)  -0.217
H (-4.7914, -1.4348, -1.1618)  0.216
H (-1.1749, -2.5186, -0.7385)  0.207
H (-1.7181, -0.9399, 2.2833)  0.226
H (-1.9871, -1.9209, -3.6125)  0.223
C (-3.5551, 3.2298, 0.3920)  -0.224
C (3.5853, 1.1657, -0.7669)  -0.239
H (-4.4886, -0.4769, -2.6500)  0.212
H (4.6027, 0.7803, -0.6332)  0.207
C (0.0647, -0.0007, -0.3808)  -0.023
H (-0.8441, 4.7471, 1.8378)  0.225

Record 2
Below is a molecular structure, C15H31NO2P2V, with properties calculated with ωB97M-V/def2-TZVPD.

Results
- <S²> = 3.787
- energy (eV) = -65895.52758
- F_max (hartree/bohr) = 0.093
- 2S+1 = 4
- relative energy (zero: lowest compared OMol25 entry of this formula, charge and spin) (kJ/mol) = 69.9
- LUMO level (alpha / beta) (eV) = -1.20 / -1.31

Each line ends with the natural charge from an NBO analysis.
Positions of all 52 atoms, in Å:
H (0.5759, 1.5684, 2.0813)  0.213
H (-0.7348, -0.1611, 0.4589)  0.156
C (2.6150, -0.6079, -1.3402)  -0.204
N (-2.0224, -3.0130, 2.3542)  0.221
H (-3.3105, -1.6544, -1.3332)  0.212
H (-2.3292, 0.0358, 4.4191)  0.187
C (0.2504, -0.2687, 0.9875)  -0.448
H (3.1738, 1.1923, -0.3381)  0.218
C (-2.7160, -1.0005, 4.3193)  -1.092
H (-1.6314, 0.8048, -3.0651)  0.224
C (-1.5190, 3.1473, 0.2880)  -0.965
H (0.4838, -0.4878, -3.6047)  0.225
H (-0.0675, -2.1925, -3.7980)  0.224
C (1.6031, -1.4019, -1.0139)  -0.221
P (-1.0708, -1.1044, -1.6720)  0.868
H (-1.7301, 3.2968, 1.3575)  0.250
H (-3.5640, -1.3054, 4.9591)  0.210
H (2.5225, 1.1516, 2.7086)  0.202
C (1.2486, 3.4764, -0.3335)  -0.944
H (-1.3444, 4.1322, -0.1922)  0.244
H (1.6454, 3.9161, 0.5843)  0.248
H (-1.9156, -1.7167, 4.4820)  0.206
C (-2.5236, -2.1381, -1.9305)  -0.972
H (4.4837, 0.0968, -0.8111)  0.220
C (2.4554, 0.8360, 1.6640)  -0.421
C (3.4667, 0.1237, -0.3855)  -0.450
H (0.8514, 0.9994, -1.8544)  0.282
H (0.8256, 4.2884, -0.9311)  0.217
C (1.0774, 1.0762, 1.2055)  -0.466
H (-0.0704, -0.5912, 1.9950)  0.218
C (-0.3544, -1.1875, -3.4617)  -0.907
H (0.1894, -2.2701, 0.3101)  0.233
O (-3.2174, -3.3057, 2.8721)  -0.530
H (1.3989, -2.2568, -1.6714)  0.211
C (0.9488, -1.4806, 0.3905)  -0.467
O (-1.2108, -3.9581, 2.2431)  -0.349
H (2.1044, 3.0790, -0.8902)  0.250
V (-3.2016, -1.3292, 2.1616)  1.132
H (2.9670, -1.2344, 1.4272)  0.194
H (-2.7588, -2.2010, -3.0096)  0.230
H (2.8932, -0.4206, -2.3968)  0.195
H (-1.1460, -0.8420, -4.1400)  0.197
C (-1.3858, 0.6728, -1.9796)  -0.737
C (-0.1088, 1.5415, -1.6574)  -0.783
H (4.2730, -0.1079, 1.6914)  0.213
H (-2.2717, -3.1293, -1.5151)  0.252
C (3.3319, -0.2206, 1.1539)  -0.446
H (-2.3794, 2.6632, -0.1881)  0.242
H (-2.2665, 0.9276, -1.3568)  0.203
H (-0.1621, 2.4279, -2.3438)  0.238
P (-0.0059, 2.1768, 0.0270)  1.341
H (1.6332, -2.0436, 1.0728)  0.227

Record 3
Below is 2 unconnected molecules or ions with the total composition C7H12NO, with properties calculated with ωB97M-V/def2-TZVPD.

Results
- energy (eV) = -10985.70045
- total charge = -1
- F_max (hartree/bohr) = 0.087
- 2S+1 = 1
- relative energy (zero: lowest compared OMol25 entry of this formula, charge and spin) (kJ/mol) = 369.1
- LUMO level (alpha / beta) (eV) = 3.81 / 3.81

Each line ends with the natural charge from an NBO analysis.
Positions of all 21 atoms, in Å:
C (-0.1554, -1.8816, 0.2999)  -0.618
H (0.1510, 2.2657, 3.3872)  0.206
C (-0.1076, -0.8425, -0.8586)  0.079
C (0.7354, 1.7857, 1.5443)  -0.292
H (1.5739, 3.1592, 3.1160)  0.195
C (0.6866, 2.7662, 2.6186)  -0.664
C (1.0021, 0.8434, 0.8309)  -0.105
H (-1.1116, -2.2719, 0.2032)  0.184
H (-0.8993, 1.2305, -0.9988)  0.243
H (0.9383, -1.8041, -2.4712)  0.232
N (1.3142, -0.1817, -0.8580)  0.013
H (-0.2097, -1.3801, 1.2852)  0.218
C (-1.1932, 0.2234, -0.7605)  -0.642
H (-2.1226, -0.0789, -1.2289)  0.175
H (-0.5914, -2.7124, -1.9295)  0.183
O (1.4760, 0.5885, -1.8787)  -0.596
H (-0.7053, -1.3531, -2.9486)  0.196
H (0.6453, -2.5168, 0.2397)  0.204
C (-0.0830, -1.7568, -2.1348)  -0.627
H (0.1306, 3.5912, 2.2567)  0.202
H (-1.4741, 0.3259, 0.2859)  0.212

Record 4
Below is 10 unconnected molecules or ions with the total composition C40H65F15O25, with properties calculated with ωB97M-V/def2-TZVPD.

Results
- energy (eV) = -134486.11532
- F_max (hartree/bohr) = 0.049
- 2S+1 = 1
- relative energy (zero: lowest compared OMol25 entry of this formula, charge and spin) (kJ/mol) = 0.0
- LUMO level (eV) = 0.42

Each line ends with the Löwdin charge.
Positions of all 145 atoms, in Å:
H (18.2487, 0.4888, -12.8314)  0.096
H (19.2194, 1.9642, -12.5503)  0.072
H (16.4520, 2.4616, -22.3216)  0.071
H (26.0025, -2.6303, -16.6861)  0.085
H (18.1529, -0.0489, -15.5895)  0.066
H (14.9322, 6.6104, -16.6258)  0.106
H (13.3515, 5.8089, -16.8680)  0.091
H (9.0769, 7.0710, -19.8073)  0.082
H (18.1866, -6.6437, -20.2724)  0.074
O (21.7781, 4.6585, -21.9414)  0.051
O (17.8574, 0.4355, -17.4762)  -0.013
H (23.8550, 4.7812, -23.6013)  0.080
C (14.4271, 5.7229, -17.0163)  -0.027
H (16.4417, 7.9641, -21.1071)  0.083
O (20.2856, 3.7181, -13.3744)  -0.024
H (21.9737, 3.9108, -12.3063)  0.096
O (20.1298, 0.1387, -14.2902)  0.105
H (20.3888, 1.5864, -25.4554)  0.124
O (22.5500, -3.7631, -16.2531)  0.147
O (15.7767, 5.6842, -20.1896)  0.013
C (17.3047, 7.3983, -20.7534)  -0.043
H (16.3880, -5.0171, -20.5860)  0.131
O (16.3823, -2.4613, -21.6840)  0.167
H (18.9876, 3.0982, -24.0465)  0.066
C (9.5539, -0.8396, -20.3309)  -0.551
O (20.1436, 0.1857, -12.0669)  0.025
H (25.5177, -4.7931, -18.1264)  0.123
H (18.1366, -5.8891, -18.6858)  0.077
H (21.7880, -1.4093, -14.9258)  0.103
F (12.2461, 3.6864, -20.6999)  0.159
H (11.0057, 6.9541, -18.0403)  0.121
H (12.0171, 7.9393, -19.1342)  0.128
C (22.8154, -3.3302, -17.3440)  -0.394
C (23.2943, 0.1116, -14.9426)  -0.051
H (19.5160, 2.8304, -19.3640)  0.086
H (9.6098, 8.6909, -19.3072)  0.081
H (22.2741, 3.8788, -14.0541)  0.093
C (14.1607, -1.1498, -19.4318)  -0.058
H (15.8367, 2.6353, -16.3367)  0.078
F (18.8498, 3.0938, -29.2982)  0.163
C (21.6583, 4.7623, -23.3652)  -0.211
H (16.4853, 0.1563, -20.9317)  0.111
O (11.6193, 6.0036, -19.6698)  0.029
H (21.4952, 3.7868, -23.8217)  0.115
C (22.5637, -1.0413, -14.2568)  -0.195
O (19.6577, 3.9189, -21.7652)  0.112
C (16.3968, 2.7028, -15.4003)  -0.058
H (19.3775, -0.8281, -16.6808)  0.078
H (14.2739, -0.0803, -19.6174)  0.079
H (14.9958, -1.4451, -18.7954)  0.082
H (17.7702, 5.2524, -20.6926)  0.092
F (9.9670, 0.3765, -20.7184)  0.159
F (18.0755, -3.0091, -24.1500)  0.146
F (19.6914, -2.6016, -22.7549)  0.190
C (18.0067, 0.1660, -18.7637)  -0.610
H (18.5739, 1.0656, -11.1607)  0.100
H (17.4500, 7.6223, -19.6947)  0.079
C (16.5640, 2.3833, -21.2413)  -0.033
C (18.9659, 0.9772, -12.1714)  -0.025
C (18.2654, -5.6899, -19.7460)  -0.056
F (13.9076, 4.6459, -21.7350)  0.171
C (22.9605, 5.3176, -23.9124)  -0.063
O (20.4211, 3.7172, -26.5835)  0.154
H (16.6357, 1.6730, -15.1224)  0.063
C (17.6883, 3.4357, -15.7254)  -0.173
C (20.2257, 3.5973, -19.0408)  -0.051
H (17.9867, 0.7988, -21.4272)  0.106
H (21.6255, 5.3210, -13.3410)  0.099
O (18.0407, -3.9009, -21.3078)  0.040
F (22.1406, -2.3766, -19.4207)  0.184
C (19.7043, 3.7363, -14.5815)  -0.616
C (18.6722, 2.0649, -24.1643)  -0.055
C (19.3009, 1.5531, -25.4635)  -0.190
H (16.7853, 5.7780, -22.0200)  0.130
C (15.8158, 5.4467, -18.8998)  -0.592
C (11.1872, 7.2349, -19.0772)  -0.189
O (18.4382, 3.4254, -14.4803)  0.045
H (22.5040, 0.7361, -15.3677)  0.073
H (15.7597, 3.0575, -14.5927)  0.079
H (20.7857, 3.1402, -18.2250)  0.090
F (9.4579, -1.6345, -21.4014)  0.173
O (23.9422, -3.5885, -17.9740)  0.027
H (18.2003, 7.7618, -21.2555)  0.078
O (18.5274, -0.8224, -19.2076)  0.134
H (12.8000, -2.6827, -18.7311)  0.129
C (17.3465, -4.5933, -20.2903)  -0.204
H (19.1880, 1.4133, -23.4550)  0.077
H (17.5963, 1.9292, -24.1537)  0.078
H (23.2377, -1.8556, -14.0080)  0.117
C (12.6084, 4.7219, -21.4720)  -0.540
H (23.0849, 6.3814, -23.7029)  0.078
C (21.5983, 4.2320, -13.2744)  -0.044
O (10.2601, -2.3104, -18.5719)  0.169
F (17.4700, 4.2497, -28.0494)  0.193
C (21.8741, -2.3791, -18.1198)  -0.554
H (20.8538, 5.4347, -23.6585)  0.130
O (14.5850, 5.7336, -18.4260)  -0.011
C (17.4764, -2.8717, -21.9043)  -0.395
F (18.2322, -1.0635, -23.2955)  0.170
O (18.7406, 2.2637, -26.5775)  0.045
C (18.7350, 3.9615, -28.2815)  -0.573
C (20.6740, -0.1041, -13.2420)  -0.609
C (25.7010, -3.6051, -16.3105)  -0.050
C (10.5714, -1.4800, -19.3725)  -0.407
O (21.0359, 4.2575, -19.9785)  0.026
O (16.7540, 5.1304, -18.2272)  0.140
C (12.8604, -1.5984, -18.8028)  -0.186
H (17.2157, 3.2275, -21.0197)  0.051
H (17.5460, 4.4353, -16.1315)  0.106
F (22.1173, -1.1407, -17.6475)  0.155
C (18.3440, -0.5367, -16.5394)  -0.016
H (18.2306, 2.8691, -16.4804)  0.113
C (9.9253, 7.7532, -19.7610)  -0.051
H (15.6319, 2.5916, -20.7142)  0.077
C (12.3051, 6.0648, -20.7819)  -0.415
C (24.8999, -4.4415, -17.3002)  -0.175
O (11.8046, -1.0998, -19.6422)  0.035
H (14.2534, -1.5863, -20.4271)  0.072
H (23.8573, -0.2086, -15.8194)  0.068
H (22.9296, 5.2832, -25.0044)  0.078
F (19.3785, 5.0564, -28.6342)  0.185
H (23.9099, 0.7117, -14.2768)  0.080
H (19.5650, 4.3060, -18.5283)  0.091
C (17.1208, 1.0381, -20.8017)  -0.202
O (20.2784, 4.0279, -15.6001)  0.126
H (14.7938, 4.8282, -16.5138)  0.078
F (20.6132, -2.6829, -17.8912)  0.187
H (19.0488, 0.4946, -25.5398)  0.118
F (8.3493, -0.6858, -19.7952)  0.178
H (24.4019, -5.3349, -16.9306)  0.127
H (12.7466, -1.1519, -17.8138)  0.132
H (25.1174, -3.4569, -15.4018)  0.069
C (20.7260, 4.1994, -21.2843)  -0.577
O (17.3774, 1.1457, -19.4110)  0.027
O (12.6164, 7.0710, -21.3572)  0.158
O (21.8936, -0.5741, -13.0784)  0.059
H (26.5994, -4.1484, -16.0134)  0.080
H (17.6511, -1.3820, -16.5700)  0.104
F (11.9207, 4.6432, -22.6195)  0.171
C (19.4092, 3.2933, -27.0559)  -0.396
C (16.9494, 5.9191, -20.9539)  -0.199
H (17.1587, -3.9832, -19.4042)  0.124
C (18.4220, -2.3437, -23.0168)  -0.535
H (10.1735, 7.9196, -20.8116)  0.077
H (19.2896, -5.3675, -19.9481)  0.079

What is the 2S+1 in the fourth record?
1